Below is C9H17BrF2Si in the gas phase, with properties calculated with ωB97M-V with the def2-TZVPD basis set.

Summary:
Strongest force on any atom   4.01 eV/A
Total energy   -92963.2457 eV
Lowest unoccupied orbital energy   0.7 eV
HOMO level   -9.65 eV
Kohn-Sham gap   0.379 Eh
SMILES   C=CCCC[Si@H](Br)C(F)(F)CCC
Energy above the lowest of the compared OMol25 structures with the same formula, charge and spin   0.123 eV

Structure (ORCA input):
```
! wB97M-V def2-TZVPD RIJCOSX def2/J DEFGRID3
* xyz 0 1
H 1.406 2.800 1.475
H -3.062 -2.488 -0.340
H 2.625 0.602 0.806
H -0.789 -2.420 -0.978
H -0.356 -3.029 1.763
Si 0.352 -0.101 0.503
C 0.129 -3.077 0.828
H 0.668 -4.038 0.823
H 2.110 0.996 -0.737
H -2.879 -3.695 1.006
H -2.312 2.622 -1.578
C 1.687 2.642 0.407
F 2.145 -2.011 1.375
H 0.890 4.409 -0.662
C 1.037 -1.896 0.518
H -1.130 -4.007 -0.682
C -1.005 -3.066 -0.212
C 1.864 1.100 0.264
Br -0.777 0.288 2.286
C -1.312 2.889 -1.728
H -0.926 2.847 -2.791
H -1.068 2.838 0.247
C -2.448 -2.810 0.443
H 1.207 2.937 -1.709
C 0.860 3.294 -0.706
H 2.761 3.064 0.300
C -0.598 2.951 -0.636
F 1.665 -1.962 -0.680
H -2.479 -1.933 1.151
H -0.267 0.254 -0.759
*
```